DFT (ωB97M-V/def2-TZVPD) results for a structure of composition C45H44AsN5OS4Ti.

The calculation puts the gap between HOMO and LUMO (alpha / beta) at 5.5 / 7.2 eV. For the HOMO energy (alpha / beta), the calculation gives -5.37 / -7.50 eV. Its energy relative to the best compared isomer or geometry (same formula, charge and spin) is 3.98 kcal/mol. Its LUMO energy (alpha / beta) is 0.096 / -0.306 eV. Its expectation value of S² is 2.02. Its spin multiplicity is 3.

Each line ends with the Löwdin spin population.
Element x y z (Å)
1 Ti -1.171 -0.861 -0.014  1.070
2 S -1.177 0.499 -2.146  0.004
3 C 0.179 1.580 -2.384  0.006
4 C -0.064 2.974 -2.283  0.000
5 C 0.898 3.937 -2.520  0.002
6 C 2.178 3.538 -2.817  -0.002
7 C 2.522 2.200 -2.883  0.001
8 C 1.527 1.194 -2.780  -0.002
9 S 2.092 -0.433 -3.239  0.001
10 C 1.483 -1.467 -1.837  0.005
11 C 0.432 -2.508 -2.208  0.006
12 C 0.705 -3.537 -3.091  0.000
13 C -0.302 -4.286 -3.553  0.005
14 C -1.593 -4.009 -3.176  0.000
15 C -1.859 -3.074 -2.269  0.004
16 C -3.191 -2.588 -1.778  0.007
17 S -3.026 -2.645 0.004  0.010
18 C -4.521 -1.739 0.474  0.004
19 C -5.808 -2.283 0.206  0.000
20 C -6.908 -1.439 0.373  0.001
21 C -6.694 -0.173 0.956  0.000
22 C -5.461 0.238 1.374  0.000
23 C -4.300 -0.526 1.114  0.004
24 S -2.726 0.265 1.370  -0.005
25 N -0.811 -2.357 -1.720  0.001
26 H -1.088 3.213 -1.992  0.000
27 H 0.578 4.966 -2.634  0.000
28 H 2.946 4.284 -3.072  0.000
29 H 3.559 1.987 -3.185  0.000
30 H 1.040 -0.774 -1.060  0.004
31 H 2.307 -2.015 -1.338  0.001
32 H 1.610 -3.640 -3.597  0.000
33 H -0.137 -5.030 -4.296  0.000
34 H -2.471 -4.529 -3.558  0.000
35 H -4.045 -3.175 -2.086  0.001
36 H -3.324 -1.546 -2.042  0.002
37 H -5.890 -3.353 -0.070  0.000
38 H -7.860 -1.869 0.121  0.000
39 H -7.526 0.522 1.021  0.000
40 H -5.425 1.189 1.749  0.000
41 C 10.719 0.825 6.625  0.000
42 O 9.779 -0.262 6.665  0.000
43 C 8.711 -0.259 5.815  0.000
44 C 7.778 -1.266 6.079  0.000
45 C 6.668 -1.423 5.302  0.000
46 C 6.402 -0.605 4.188  0.000
47 C 7.362 0.374 3.928  0.000
48 C 8.519 0.507 4.661  0.000
49 C 5.171 -0.690 3.417  -0.001
50 N 4.469 -1.774 3.239  -0.002
51 C 3.371 -1.376 2.528  0.001
52 C 3.402 0.032 2.345  -0.001
53 N 4.570 0.425 2.865  -0.003
54 C 2.294 0.798 1.811  0.033
55 C 2.270 2.145 1.576  0.070
56 C 1.117 2.720 0.983  0.081
57 C 0.112 1.853 0.681  0.037
58 N 0.088 0.560 0.872  0.103
59 C 1.220 -0.036 1.423  0.099
60 C 1.222 -1.486 1.489  0.103
61 N 0.108 -2.186 1.011  0.118
62 C 0.119 -3.546 1.064  0.052
63 C 1.103 -4.285 1.657  0.056
64 C 2.180 -3.582 2.196  0.086
65 C 2.251 -2.239 2.104  0.025
66 H 11.378 0.604 7.502  0.000
67 H 10.278 1.853 6.760  0.000
68 H 11.237 0.850 5.582  0.000
69 H 7.953 -1.909 6.928  0.000
70 H 5.979 -2.242 5.606  0.000
71 H 7.248 0.932 3.021  0.000
72 H 9.240 1.244 4.402  0.000
73 H 4.888 1.377 2.965  0.000
74 H 3.179 2.720 1.844  0.003
75 H 0.928 3.755 0.775  0.004
76 H -0.837 2.257 0.358  0.001
77 H -0.717 -4.090 0.576  0.002
78 H 1.085 -5.340 1.687  0.002
79 H 3.034 -4.145 2.655  0.003
80 C -7.688 1.467 -2.810  0.000
81 C -6.586 2.328 -2.266  0.000
82 As -4.886 1.336 -2.064  0.001
83 C -3.858 2.831 -1.406  0.000
84 C -3.636 4.032 -2.334  0.000
85 C -4.224 1.319 -3.897  0.000
86 C -4.666 0.044 -4.561  0.000
87 H -8.695 1.861 -2.702  0.000
88 H -7.740 0.480 -2.352  0.000
89 H -7.529 1.345 -3.892  0.000
90 H -6.774 2.756 -1.289  0.000
91 H -6.248 3.205 -2.865  0.000
92 H -2.945 2.396 -1.019  0.000
93 H -4.364 3.101 -0.454  0.000
94 H -3.140 3.762 -3.369  0.000
95 H -2.952 4.774 -1.927  0.000
96 H -4.587 4.546 -2.565  0.000
97 H -3.116 1.296 -3.780  0.000
98 H -4.567 2.193 -4.478  0.000
99 H -4.064 -0.799 -4.309  0.000
100 H -4.578 0.150 -5.612  0.000
101 H -5.716 -0.246 -4.365  0.000



DFT (ωB97M-V/def2-TZVPD) results for a structure of composition C10H14BFMnN6.

The calculation puts the gap between HOMO and LUMO (alpha / beta) at 8.3 / 3.8 eV. For the HOMO energy (alpha / beta), the calculation gives -16.75 / -16.18 eV. Its LUMO energy (alpha / beta) is -8.427 / -12.357 eV. Its expectation value of S² is 3.78. Its charge is +2. Its spin multiplicity is 4.

Each line ends with the Löwdin spin population.
Element x y z (Å)
1 H -1.749 2.319 2.439  0.001
2 N -1.145 0.754 1.154  0.080
3 B -0.994 -1.359 -0.248  0.002
4 N -1.722 -0.435 0.768  0.132
5 C -2.920 -0.569 1.369  0.048
6 Mn 0.480 1.271 0.201  1.875
7 H -3.517 -1.444 1.196  -0.001
8 C -3.148 0.532 2.193  0.278
9 H -3.996 0.742 2.836  0.010
10 C -2.007 1.343 2.030  0.076
11 H -1.606 -2.361 -0.524  0.000
12 C 2.575 1.967 0.196  0.007
13 H 2.840 3.053 0.263  0.001
14 H 2.222 2.007 -0.897  -0.001
15 H 3.281 1.152 0.228  0.000
16 N 0.386 -1.659 0.377  0.074
17 N -0.720 -0.509 -1.533  0.024
18 N 1.204 -0.608 0.749  0.060
19 N -0.030 0.690 -1.443  0.002
20 C 1.001 -2.815 0.670  0.022
21 C -1.069 -0.685 -2.813  0.032
22 H 0.511 -3.758 0.495  0.000
23 H -1.625 -1.546 -3.126  0.001
24 C 2.226 -2.552 1.256  0.145
25 C -0.623 0.393 -3.575  0.045
26 C 2.322 -1.149 1.287  0.022
27 C 0.026 1.256 -2.681  0.021
28 H 2.967 -3.244 1.646  0.005
29 H -0.729 0.591 -4.624  0.001
30 H 3.131 -0.490 1.597  -0.001
31 H 0.530 2.214 -2.783  0.000
32 H 1.961 1.854 1.155  0.003
33 F -0.063 3.045 0.141  0.036



DFT (ωB97M-V/def2-TZVPD) results for a cluster of 2 separate species, C10H16 in total.

As for the SMILES: CCc1ccccc1.CC. The calculation puts the gap between HOMO and LUMO at 10.0 eV. For the HOMO energy, the calculation gives -9.01 eV. Its energy relative to the best compared isomer or geometry (same formula, charge and spin) is 13.85 kcal/mol. Its LUMO energy is 0.991 eV.

Each line ends with the natural charge from an NBO analysis.
Element x y z (Å)
1 C -2.911 -0.054 1.453  -0.601
2 C -1.776 0.828 1.996  -0.421
3 C -0.395 0.294 1.738  -0.005
4 C 0.216 0.622 0.521  -0.225
5 C 1.521 0.227 0.272  -0.191
6 C 2.105 -0.738 1.082  -0.234
7 C 1.472 -1.111 2.262  -0.197
8 C 0.275 -0.496 2.648  -0.225
9 H -3.766 0.587 1.227  0.210
10 H -3.142 -0.869 2.130  0.209
11 H -2.657 -0.504 0.491  0.206
12 H -1.871 1.843 1.603  0.206
13 H -1.947 0.967 3.070  0.208
14 H -0.346 1.208 -0.183  0.210
15 H 1.993 0.705 -0.574  0.212
16 H 3.002 -1.303 0.848  0.215
17 H 2.007 -1.784 2.920  0.210
18 H -0.131 -0.762 3.619  0.211
19 C 0.560 -0.585 -3.053  -0.618
20 C 0.933 0.718 -3.732  -0.606
21 H 1.464 -1.097 -2.680  0.201
22 H -0.004 -0.535 -2.133  0.214
23 H 0.237 -1.314 -3.783  0.207
24 H 1.465 1.382 -3.048  0.197
25 H 0.079 1.260 -4.139  0.202
26 H 1.617 0.510 -4.556  0.204



DFT (ωB97M-V/def2-TZVPD) results for a structure of composition C22H38Cl5Cs2F2NO15PSV.

The calculation puts the gap between HOMO and LUMO at 1.5 eV. For the HOMO energy, the calculation gives -7.26 eV. Its energy relative to the best compared isomer or geometry (same formula, charge and spin) is 0.00 kcal/mol. Its LUMO energy is -5.759 eV.

Each line ends with the Löwdin charge.
Element x y z (Å)
1 C -0.519 -4.443 1.762  0.028
2 C -1.671 -3.812 1.375  -0.167
3 P -1.787 -2.021 1.565  1.049
4 C -2.443 -1.775 3.258  -0.125
5 C -2.877 -1.415 0.275  -0.227
6 C -4.281 -1.147 0.828  -0.152
7 C -5.194 -0.779 -0.301  -0.447
8 O -5.030 -1.204 -1.404  0.139
9 N -6.327 0.107 -0.075  0.105
10 C -5.756 1.302 0.544  -0.317
11 C -4.986 2.125 -0.236  -0.046
12 C -4.379 3.294 0.423  -0.240
13 C -4.595 3.526 1.766  -0.078
14 C -5.403 2.650 2.501  -0.060
15 C -5.957 1.563 1.891  -0.064
16 C -0.166 -1.220 1.507  -0.298
17 O -0.355 0.071 1.042  -0.123
18 C 0.544 0.972 1.635  -0.269
19 O 0.714 2.039 0.780  -0.148
20 C 1.643 2.950 1.339  -0.156
21 C 2.563 3.591 0.278  -0.209
22 O 2.508 2.809 -0.897  -0.092
23 H 0.091 -4.927 0.999  0.069
24 H -0.239 -4.444 2.816  0.080
25 H -2.639 -4.312 0.961  0.023
26 H -1.656 -1.879 4.000  0.067
27 H -3.278 -2.457 3.407  0.073
28 H -2.842 -0.758 3.337  0.071
29 H -2.941 -2.117 -0.557  0.098
30 H -2.476 -0.475 -0.117  0.119
31 H -4.666 -2.032 1.348  0.125
32 H -4.196 -0.377 1.593  0.103
33 H -6.872 -0.349 0.659  0.122
34 H -4.850 1.883 -1.313  0.109
35 H -3.709 3.962 -0.214  -0.304
36 H -4.108 4.423 2.331  0.053
37 H -5.544 2.886 3.547  0.115
38 H -6.553 0.882 2.494  0.115
39 H 0.560 -1.833 0.953  0.097
40 H 0.214 -1.186 2.541  0.117
41 H 0.088 1.353 2.568  0.158
42 H 1.530 0.518 1.819  0.124
43 H 1.105 3.717 1.908  0.136
44 H 2.298 2.462 2.077  0.118
45 H 3.607 3.638 0.614  0.128
46 H 2.235 4.619 0.124  0.043
47 H 2.983 3.236 -1.615  0.098
48 C 4.906 -1.870 -0.204  -0.243
49 C 3.623 -2.574 -0.638  -0.657
50 O 2.627 -1.582 -0.618  -0.201
51 S 3.308 -0.138 -1.006  0.666
52 O 3.093 0.089 -2.381  -0.165
53 O 2.962 0.794 -0.019  -0.173
54 O 4.838 -0.597 -0.805  -0.156
55 H 4.930 -1.742 0.882  0.153
56 H 5.816 -2.395 -0.526  0.060
57 H 3.358 -3.397 0.027  0.021
58 H 3.710 -2.945 -1.656  -0.109
59 Cl 0.542 -3.997 -2.032  0.559
60 C 1.032 -3.049 -3.474  -0.622
61 C 0.672 -3.752 -4.753  -0.636
62 Cl 1.650 -5.226 -4.993  0.553
63 H 2.101 -2.863 -3.412  0.060
64 H 0.518 -2.092 -3.410  0.094
65 H 0.868 -3.096 -5.598  0.085
66 H -0.377 -4.035 -4.773  0.076
67 O 9.010 -0.527 -3.002  -0.342
68 Cl 7.660 -0.663 -2.548  0.638
69 O 6.763 -0.814 -3.671  -0.373
70 O 7.280 0.478 -1.761  -0.354
71 O 7.557 -1.869 -1.719  -0.426
72 O -1.779 -9.206 2.496  -0.559
73 V -1.969 -7.675 3.088  1.072
74 O -2.163 -6.129 3.716  -0.603
75 F -0.365 1.743 -1.044  -0.541
76 Cs -2.674 4.078 -1.608  1.298
77 F -3.078 5.189 3.208  -0.672
78 O -3.954 -4.349 0.363  -0.250
79 H -4.196 -3.671 -0.282  -0.039
80 Cs 4.594 -4.580 -1.314  1.540
81 Cl 1.928 7.248 0.340  0.584
82 C 3.070 6.783 -0.946  -0.653
83 C 2.625 7.287 -2.289  -0.648
84 Cl 1.153 6.459 -2.865  0.541
85 H 3.172 5.701 -0.938  0.033
86 H 4.034 7.221 -0.691  0.081
87 H 3.399 7.105 -3.033  0.076
88 H 2.421 8.354 -2.261  0.069



no.,total energy (a.u.),strongest force on any atom (eV/Å)
1,-6768.2672,3.47
2,-1993.0696,2.91
3,-390.6138,1.84
4,-6267.7981,10.57